Model one:
Here is a 2-piece molecular cluster, C5H8FN2 overall from the OMol25 dataset. Energies are from ωB97M-V/def2-TZVPD.

Properties
Total charge ... +1
Frontier orbital gap ... 11.05 eV
LUMO energy ... -3.62 eV

Last column: natural (NBO) charge in e.
CARTESIAN COORDINATES (ANGSTROEM)
C -1.87 0.25 1.01  -0.39
C 1.24 0.44 0.55  -0.26
C -1.88 1.25 0.36  0.41
C -0.33 -0.11 -1.31  0.74
C 1.57 -0.85 1.21  -0.62
N 0.54 0.21 -0.64  -0.23
N -0.99 -0.56 -2.31  -0.81
F -1.78 2.05 -0.64  -0.26
H -1.78 -0.36 1.86  0.26
H 0.76 1.27 1.13  0.26
H 2.23 0.88 0.05  0.24
H 0.60 -1.20 1.66  0.22
H 2.11 -1.54 0.54  0.25
H 2.27 -0.48 2.09  0.26
H -1.51 0.20 -2.87  0.46
H -1.18 -1.47 -2.70  0.47



Model two:
Here is an isolated ion of composition C5H8FN2 and charge +1 from the OMol25 dataset. Energies are from ωB97M-V/def2-TZVPD.

Properties
Total charge ... +1
Frontier orbital gap ... 9.96 eV
Structure (SMILES) ... N#C[C@@H]1C[C@H]([NH3+])[C@H]1F
LUMO energy ... -4.16 eV

Last column: natural (NBO) charge in e.
CARTESIAN COORDINATES (ANGSTROEM)
N -0.21 2.57 2.39  -0.22
C -0.53 1.64 1.81  0.20
C -0.90 0.51 1.13  -0.32
C 0.16 -0.61 1.00  -0.42
C -0.04 -0.73 -0.50  -0.11
N 1.19 -0.71 -1.37  -0.68
C -0.76 0.68 -0.76  0.25
F -1.84 0.55 -1.52  -0.29
H -1.95 0.39 1.28  0.29
H 1.18 -0.28 1.16  0.23
H -0.04 -1.65 1.54  0.27
H -0.60 -1.71 -0.62  0.27
H 1.24 0.11 -1.95  0.45
H 1.18 -1.58 -1.92  0.46
H 2.07 -0.72 -0.84  0.45
H -0.17 1.52 -0.82  0.19



Structures ranked by computed energy, the most stable listed first: model two, model one.



Model one:
Here is C3H5CuO4 as an isolated structure from the OMol25 dataset. Energies are from ωB97M-V/def2-TZVPD.

Properties
Frontier orbital gap (alpha / beta) ... 6.63 / 9.45 eV
Multiplicity ... 3
LUMO energy (alpha / beta) ... 0.46 / -1.07 eV
⟨S²⟩ ... 2.0033

Last column: natural (NBO) charge in e.
CARTESIAN COORDINATES (ANGSTROEM)
O -0.68 0.98 0.05  -0.46
C -0.61 -0.08 -0.77  1.04
C -0.04 0.66 1.30  -0.10
O -1.35 -0.15 -1.77  -0.76
O -0.24 -1.18 -0.10  -0.48
C 0.02 -0.87 1.27  -0.10
Cu -0.23 0.03 -3.28  0.72
H -0.66 1.06 2.11  0.21
H 0.95 1.13 1.32  0.19
H -0.75 -1.34 1.90  0.20
H 1.01 -1.26 1.53  0.20
O 0.93 0.72 -2.02  -1.13
H 1.64 0.28 -1.54  0.47



Model two:
Here is C3H5CuO4 as an isolated structure from the OMol25 dataset. Energies are from ωB97M-V/def2-TZVPD.

Properties
Frontier orbital gap (alpha / beta) ... 6.91 / 8.69 eV
Multiplicity ... 3
LUMO energy (alpha / beta) ... 0.51 / -1.55 eV
⟨S²⟩ ... 2.0023

Last column: natural (NBO) charge in e.
CARTESIAN COORDINATES (ANGSTROEM)
O -1.82 0.46 -0.16  -0.48
C -0.86 1.35 -0.37  0.98
C -1.32 -0.88 -0.01  -0.12
O -1.00 2.54 -0.41  -0.55
O 0.31 0.70 -0.56  -0.60
C 0.03 -0.78 -0.70  -0.10
H -1.51 -1.09 1.05  0.22
H -1.82 -1.82 -0.42  0.21
H 0.04 -0.98 -1.78  0.21
H 0.81 -1.38 -0.24  0.25
O 2.12 0.29 1.49  -1.22
H 2.86 0.26 2.10  0.47
Cu 2.16 1.33 0.02  0.73



Structures ranked by computed energy, the most stable listed first: model one, model two.



Model one:
Here is C8H7N3 as an isolated structure from the OMol25 dataset. Energies are from ωB97M-V/def2-TZVPD.

Properties
Frontier orbital gap ... 9.65 eV
LUMO energy ... 0.77 eV

Last column: natural (NBO) charge in e.
CARTESIAN COORDINATES (ANGSTROEM)
C 2.54 1.10 0.29  -0.17
C 3.06 -0.22 -0.06  -0.28
C 2.22 -1.19 -0.42  0.02
C 0.36 0.05 -0.21  0.18
C 1.16 1.18 0.23  -0.22
C -1.07 0.21 -0.16  0.29
C -3.09 -0.55 0.37  -0.04
C -3.20 0.46 -0.48  -0.16
H 3.03 2.17 0.72  0.25
H 4.22 -0.21 -0.27  0.24
H 2.53 -2.38 -0.79  0.21
H 0.67 1.98 0.51  0.20
H -1.49 -1.43 1.07  0.40
H -4.08 -1.37 0.82  0.23
H -4.07 1.05 -0.87  0.22
N 0.88 -1.05 -0.50  -0.42
N -1.79 -0.72 0.60  -0.52
N -1.88 0.92 -0.84  -0.42



Model two:
Here is C8H7N3 as an isolated structure from the OMol25 dataset. Energies are from ωB97M-V/def2-TZVPD.

Properties
Frontier orbital gap ... 9.85 eV
LUMO energy ... 0.81 eV

Last column: natural (NBO) charge in e.
CARTESIAN COORDINATES (ANGSTROEM)
C -2.11 1.32 -2.05  -0.09
C -1.74 0.44 -1.06  -0.30
C -0.46 0.74 -0.62  0.05
C 0.22 -0.09 0.37  -0.10
C 0.45 -1.47 0.30  -0.10
C 1.24 -2.13 1.34  -0.26
C 1.75 -1.27 2.37  0.06
C 0.99 0.57 1.46  0.12
H -3.19 1.31 -2.93  0.25
H -2.43 -0.43 -0.36  0.22
H -0.62 2.51 -3.05  0.41
H -0.08 -1.99 -0.16  0.16
H 1.74 -3.07 1.33  0.22
H 2.22 -1.83 2.94  0.16
H 1.15 1.90 1.34  0.19
N 0.01 1.53 -1.40  -0.21
N -0.83 1.96 -2.25  -0.34
N 1.68 0.01 2.44  -0.43



Structures ranked by computed energy, the most stable listed first: model one, model two.



Model one:
Here is a 2-piece molecular cluster, C2H5N2O2 overall from the OMol25 dataset. Energies are from ωB97M-V/def2-TZVPD.

Properties
Total charge ... -1
Frontier orbital gap ... 8.91 eV
LUMO energy ... 4.22 eV

Last column: natural (NBO) charge in e.
CARTESIAN COORDINATES (ANGSTROEM)
N 0.46 -0.45 0.57  -0.88
C 1.79 -0.35 0.46  0.29
N 2.66 -1.19 0.91  -0.82
H -0.04 -1.33 0.56  0.37
H -0.33 0.15 -0.07  0.46
H 2.09 0.53 -0.12  0.12
H 3.60 -0.82 0.92  0.32
O -1.30 0.88 -0.66  -0.78
C -2.56 0.85 -0.80  0.65
O -3.40 0.09 -0.30  -0.73
H -2.96 1.65 -1.46  0.01



Model two:
Here is a 2-piece molecular cluster, C2H5N2O2 overall from the OMol25 dataset. Energies are from ωB97M-V/def2-TZVPD.

Properties
Total charge ... -1
Frontier orbital gap ... 9.04 eV
LUMO energy ... 4.29 eV

Last column: natural (NBO) charge in e.
CARTESIAN COORDINATES (ANGSTROEM)
N -0.15 0.00 -1.24  -0.85
C 0.76 0.97 -0.97  0.29
N 1.56 1.46 -1.85  -0.82
H -0.29 -0.10 -2.24  0.37
H -0.64 -0.40 -0.40  0.46
H 0.69 1.30 0.06  0.14
H 2.23 2.10 -1.40  0.32
O -0.44 -2.44 2.03  -0.74
C -1.03 -1.36 2.01  0.65
O -1.24 -0.58 1.05  -0.81
H -1.44 -0.96 2.96  0.00



Structures ranked by computed energy, the most stable listed first: model two, model one.



Model one:
Here is C3H11N5 as an isolated structure from the OMol25 dataset. Energies are from ωB97M-V/def2-TZVPD.

Properties
Frontier orbital gap ... 9.24 eV
LUMO energy ... 0.47 eV

Last column: natural (NBO) charge in e.
CARTESIAN COORDINATES (ANGSTROEM)
C -0.86 1.12 0.97  -0.50
C -0.24 2.17 -1.26  -0.43
C 0.24 -1.34 -0.32  0.53
H -0.77 1.66 2.12  0.25
H -2.02 1.50 0.70  0.19
H -0.72 -0.01 1.31  0.24
H -0.11 1.67 -2.69  0.25
H 0.62 3.21 -1.05  0.25
H -1.69 2.62 -1.09  0.15
H -1.29 -0.49 -1.17  0.35
H -1.00 -2.19 -1.14  0.32
H 1.60 0.07 0.18  0.42
H 1.93 -3.06 0.78  0.38
H 1.56 -2.26 2.64  0.32
N -0.01 1.05 -0.34  -0.39
N -0.31 -0.18 -1.06  -0.48
N -0.16 -2.50 -0.60  -0.72
N 1.18 -1.05 0.68  -0.52
N 2.07 -1.97 1.36  -0.61



Model two:
Here is a single C3H11N5 molecule from the OMol25 dataset. Energies are from ωB97M-V/def2-TZVPD.

Properties
Frontier orbital gap ... 9.37 eV
Structure (SMILES) ... C/N=C(/NN)N(C)N
LUMO energy ... 0.84 eV

Last column: natural (NBO) charge in e.
CARTESIAN COORDINATES (ANGSTROEM)
C 2.16 -1.18 -0.45  -0.44
N 0.73 -1.25 -0.54  -0.58
C -0.04 -0.25 -0.16  0.55
N -1.33 -0.20 -0.57  -0.46
N -1.85 -1.45 -0.94  -0.66
N 0.27 1.10 0.36  -0.32
C -0.90 1.98 0.43  -0.47
N 0.90 1.13 1.67  -0.66
H 2.62 -1.43 0.58  0.18
H 2.43 -2.09 -1.04  0.21
H 2.45 -0.18 -0.91  0.19
H -2.07 0.42 -0.18  0.41
H -1.28 -2.17 -0.49  0.36
H -1.70 -1.70 -1.88  0.35
H -1.21 2.43 -0.64  0.22
H -0.57 2.92 1.05  0.24
H -1.80 1.74 1.01  0.18
H 1.95 1.13 1.47  0.36
H 0.80 0.30 2.20  0.35



Structures ranked by computed energy, the most stable listed first: model two, model one.



Model one:
Here is a single C3H6N2O2S molecule from the OMol25 dataset. Energies are from ωB97M-V/def2-TZVPD.

Properties
Frontier orbital gap (alpha / beta) ... 8.87 / 8.87 eV
LUMO energy (alpha / beta) ... 0.16 / 0.16 eV

Last column: natural (NBO) charge in e.
CARTESIAN COORDINATES (ANGSTROEM)
C -1.08 0.01 -0.27  0.38
C 0.81 -0.19 1.12  -0.22
C 1.60 -0.18 -0.27  -0.27
N -0.51 0.57 0.80  -0.63
N 0.78 -0.50 -1.31  -0.71
O -3.43 1.25 -0.76  -0.87
O -1.97 -0.96 -0.44  -0.60
S -2.41 0.45 -1.39  1.43
H 0.36 -1.19 1.29  0.19
H 1.29 0.33 1.98  0.22
H 1.74 0.91 -0.35  0.16
H 2.61 -0.61 -0.14  0.21
H -0.29 1.55 0.78  0.40
H 0.50 -1.44 -1.05  0.30



Model two:
Here is a single C3H6N2O2S molecule from the OMol25 dataset. Energies are from ωB97M-V/def2-TZVPD.

Properties
Frontier orbital gap (alpha / beta) ... 7.00 / 7.00 eV
Structure (SMILES) ... CNCC(=S)[N+](=O)[O-]
LUMO energy (alpha / beta) ... -1.79 / -1.79 eV

Last column: natural (NBO) charge in e.
CARTESIAN COORDINATES (ANGSTROEM)
C 1.58 -0.35 -0.70  -0.40
N 0.38 0.34 -0.99  -0.60
C -0.93 -0.17 -0.77  -0.27
C -1.25 0.43 0.64  -0.05
S -2.50 1.46 0.78  0.14
N -0.39 0.12 1.72  0.43
O 0.27 -0.89 1.55  -0.36
O -0.49 0.82 2.74  -0.33
H 1.41 -1.27 -1.23  0.19
H 2.38 0.23 -0.86  0.21
H 1.64 -0.71 0.35  0.21
H 0.33 1.32 -1.05  0.38
H -1.66 -0.03 -1.61  0.24
H -0.78 -1.31 -0.58  0.22



Structures ranked by computed energy, the most stable listed first: model one, model two.



Model one:
Here is C5H29N2O8 as an isolated structure from the OMol25 dataset. Energies are from ωB97M-V/def2-TZVPD.

Properties
Total charge ... +1
Frontier orbital gap ... 9.22 eV
LUMO energy ... -2.63 eV

Last column: natural (NBO) charge in e.
CARTESIAN COORDINATES (ANGSTROEM)
C -1.18 -1.96 2.22  -0.23
N 0.14 -2.20 1.68  -0.61
C 0.96 -1.00 1.56  -0.25
C 1.79 -0.80 0.30  -0.44
C 2.64 0.50 0.46  -0.06
O 1.79 1.62 0.27  -0.80
C -1.92 -0.68 1.78  -0.27
N -2.08 -0.62 0.31  -0.73
H -1.12 -1.93 3.31  0.22
H -1.84 -2.81 2.02  0.20
H 0.09 -2.61 0.76  0.35
H 1.63 -0.95 2.43  0.19
H 0.42 -0.06 1.78  0.18
H 1.24 -0.42 -0.56  0.20
H 2.28 -1.75 0.09  0.21
H 3.06 0.47 1.48  0.16
H 3.38 0.55 -0.33  0.17
H 0.98 1.55 0.78  0.49
H -1.28 0.12 2.10  0.23
H -2.85 -0.60 2.34  0.23
H -1.49 -1.30 -0.20  0.45
H -3.02 -0.76 -0.05  0.44
H -1.69 0.22 -0.18  0.49
H 1.32 3.90 -1.37  0.49
H 1.77 2.47 -1.70  0.52
O 1.02 3.08 -1.80  -0.95
H -0.06 1.98 2.48  0.46
H 1.01 1.96 3.53  0.49
O 0.19 1.47 3.27  -0.93
H 0.50 0.58 -3.84  0.48
H 0.17 1.99 -3.47  0.50
O 0.12 1.08 -3.13  -0.96
H 0.19 2.53 -0.56  0.52
H -0.36 3.02 0.76  0.47
O -0.06 2.20 0.34  -0.97
H -2.09 -3.17 -1.60  0.48
H -0.89 -2.47 -2.21  0.50
O -1.79 -2.27 -1.91  -0.97
H -2.71 1.84 -1.95  0.49
H -1.58 0.86 -2.38  0.52
O -2.29 1.01 -1.72  -1.00
H 1.58 -3.38 -1.61  0.49
H 1.61 -2.31 -2.56  0.48
O 1.10 -2.56 -1.81  -0.95



Model two:
Here is a 8-piece molecular cluster, C5H29N2O8 overall from the OMol25 dataset. Energies are from ωB97M-V/def2-TZVPD.

Properties
Total charge ... +1
Frontier orbital gap ... 9.49 eV
LUMO energy ... -2.37 eV

Last column: natural (NBO) charge in e.
CARTESIAN COORDINATES (ANGSTROEM)
N -0.30 -2.04 0.28  -0.73
C 0.23 -2.73 -0.92  -0.24
C 0.70 -1.73 -1.99  -0.23
N 0.36 -0.36 -1.63  -0.71
C 1.86 1.62 -1.89  -0.66
C 1.48 0.44 -1.03  -0.07
C 0.86 1.07 0.45  -0.06
O 1.09 -0.07 1.29  -0.75
H 0.27 -1.18 0.54  0.47
H -0.45 -2.71 1.01  0.44
H -1.16 -1.44 0.06  0.46
H -0.57 -3.32 -1.30  0.22
H 1.10 -3.32 -0.57  0.22
H 1.84 -1.84 -2.06  0.19
H 0.31 -2.07 -2.96  0.23
H -0.09 0.21 -2.39  0.41
H 2.89 1.50 -2.30  0.22
H 1.71 2.60 -1.39  0.23
H 1.24 1.58 -2.81  0.22
H 2.31 -0.07 -0.60  0.22
H 1.37 1.96 0.68  0.19
H -0.26 1.05 0.31  0.17
H 2.04 0.04 1.48  0.51
H -3.26 -1.24 -1.28  0.51
H -3.70 -2.39 -0.37  0.49
O -2.91 -2.03 -0.77  -0.98
H -3.40 2.72 1.66  0.50
H -2.79 1.98 0.38  0.48
O -2.64 2.72 1.07  -0.97
H 4.25 1.09 1.44  0.49
H 3.94 1.22 -0.02  0.49
O 3.79 0.62 0.71  -0.96
H 0.42 -3.18 3.30  0.48
H 1.30 -2.09 3.27  0.48
O 0.85 -2.65 2.62  -0.95
H -1.32 0.34 4.22  0.48
H -2.61 -0.51 4.01  0.48
O -1.73 -0.34 3.68  -0.95
H -0.36 4.38 -0.56  0.48
H -1.32 3.29 0.06  0.50
O -0.78 3.54 -0.69  -0.99
H -2.50 1.77 -2.01  0.50
H -1.67 0.76 -1.17  0.48
O -2.36 0.85 -1.82  -0.97



Structures ranked by computed energy, the most stable listed first: model two, model one.